Record 1
DFT (wB97M-V/def2-TZVPD) results for 2 unconnected molecules or ions with the total composition C6H10O.

Computed properties:
Energy above the lowest of the compared OMol25 structures with the same formula, charge and spin: 68.1 kcal/mol
HOMO level: -8.47 eV
SMILES: C=C/C=C/C=C.O
Spin multiplicity: 1

XYZ file:
```
17
Properties=species:S:1:pos:R:3:forces:R:3:lowdin_charge:R:1
C 2.94762 1.30487 0.84104 1.0 0.7 -0.5 -0.009
C 2.04549 1.87109 0.04068 -1.5 -1.0 -0.8 -0.179
C 0.77843 1.17762 -0.32707 2.5 -0.6 -1.3 -0.120
C 0.33210 0.17505 0.40780 -1.9 0.0 0.4 -0.125
C -0.98748 -0.53381 0.33626 0.1 0.0 1.6 -0.169
C -1.10346 -1.71322 0.93904 0.6 -0.9 -0.1 -0.025
H 3.71637 1.91248 1.29268 0.5 0.0 -0.3 0.046
H 3.12144 0.23706 0.86748 -0.8 -0.1 0.8 0.066
H 2.14319 2.76171 -0.57295 0.4 0.8 1.2 0.093
H 0.53889 1.31733 -1.37735 -0.9 0.2 0.2 0.106
H 0.72681 0.05004 1.40878 0.5 0.0 -0.1 0.106
H -1.89203 0.06457 0.34672 0.1 0.3 -0.7 0.098
H -0.23560 -2.36365 1.05044 0.1 0.3 0.2 0.058
H -1.97580 -2.13986 1.41515 -0.5 0.2 -0.6 0.052
O -3.35032 -1.12986 -1.97390 0.1 0.5 0.8 -0.059
H -3.53572 -0.91776 -2.88633 0.0 -0.6 -0.3 0.027
H -3.26993 -2.07365 -1.80847 -0.1 0.1 -0.6 0.034
```
Forces are in eV/Å.


Record 2
DFT (wB97M-V/def2-TZVPD) results for 3 unconnected molecules or ions with the total composition C6H10O.

Computed properties:
Energy above the lowest of the compared OMol25 structures with the same formula, charge and spin: 119.0 kcal/mol
HOMO level (spin up / spin down): -7.73 / -7.73 eV
Spin multiplicity: 1

XYZ file:
```
17
Properties=species:S:1:pos:R:3:forces:R:3:lowdin_charge:R:1
C 1.99858 -0.84121 -0.17569 0.0 0.0 0.1 -0.024
C 0.60252 -0.30143 -0.17956 0.0 0.1 -0.1 -0.368
C 0.15314 0.97377 -0.73455 0.1 -0.1 0.0 -0.207
C -0.84009 1.44559 0.35344 -0.2 -0.2 0.0 -0.143
C -1.83338 0.57720 0.57526 0.1 0.1 0.1 -0.155
C -1.70416 -0.76187 -0.12141 -0.1 0.0 -0.1 -0.142
O -0.32702 -1.20793 0.05640 0.2 0.1 0.1 -0.013
H 2.72629 -0.02907 -0.14984 -0.1 -0.1 0.0 0.086
H 2.15820 -1.43101 -1.08894 -0.1 0.1 0.1 0.094
H 2.15962 -1.50030 0.68056 0.0 0.1 -0.1 0.091
H 0.84636 0.78201 1.42497 0.0 0.0 -0.1 0.119
H -0.41477 0.82971 -1.66182 0.0 0.0 0.1 0.133
H 0.97801 1.66715 -0.90631 -0.1 -0.1 0.0 0.120
H 0.19904 1.42651 1.38292 0.0 -0.1 0.0 0.079
H -2.49812 0.64543 1.43182 0.1 0.0 -0.1 0.090
H -2.30875 -1.55977 0.31259 0.1 0.1 -0.1 0.122
H -1.89548 -0.71478 -1.19984 0.0 0.0 0.1 0.119
```
Forces are in eV/Å.


Record 3
DFT (wB97M-V/def2-TZVPD) results for a single C6H10O molecule.

Computed properties:
Energy above the lowest of the compared OMol25 structures with the same formula, charge and spin: 27.4 kcal/mol
HOMO level: -9.51 eV
SMILES: C[C@H]1C[C@H]1CC=O
Spin multiplicity: 1

XYZ file:
```
17
Properties=species:S:1:pos:R:3:forces:R:3:lowdin_charge:R:1
C 0.85426 -1.37509 -0.65689 0.1 0.0 0.0 -0.062
C -0.52077 -1.26295 -0.02785 -0.1 0.0 -0.2 -0.277
C -0.73788 -0.63554 1.31709 0.1 0.0 0.2 -0.085
C -1.09639 0.15025 0.08798 0.0 0.0 -0.3 -0.233
C -0.26453 1.27384 -0.50359 0.0 0.0 0.0 -0.139
C 0.84175 1.91798 0.28575 0.2 -0.1 0.1 -0.244
O 1.49480 1.37930 1.14914 -0.3 0.3 -0.3 0.042
H 1.67990 -1.27898 0.05579 -0.2 -0.2 0.0 0.088
H 0.98048 -0.55265 -1.36893 0.3 -0.5 -0.1 0.051
H 0.97545 -2.28289 -1.24942 0.0 -0.1 0.3 0.076
H -1.23214 -2.02386 -0.34254 0.1 0.1 0.2 0.127
H -1.56606 -1.00162 1.91847 0.1 0.1 -0.1 0.102
H 0.13554 -0.32758 1.87820 -0.1 -0.1 -0.1 0.094
H -2.15829 0.23957 -0.13364 0.2 0.0 0.1 0.129
H -0.87681 2.02305 -1.01370 0.0 0.0 0.3 0.117
H 0.35558 0.83453 -1.30629 -0.3 0.5 -0.1 0.096
H 1.13513 2.92264 -0.08957 0.0 0.0 0.1 0.120
```
Forces are in eV/Å.